The following is a DFT calculation (ωB97M-V with the def2-TZVPD basis set) of a molecular structure, C38H96AsF12N7O16S2 at a distorted geometry.

## Properties
* gap between HOMO and LUMO (spin up / spin down): 3.169 / 8.532 eV
* HOMO level (spin up / spin down): -8.16 / -13.53 eV
* lowest unoccupied orbital energy (spin up / spin down): -0.1835 / -0.1836 Eh
* total charge: +3
* 2S+1: 2
* ⟨S²⟩: 0.7522

XYZ file:
```
172
C38H96AsF12N7O16S2 | OMol25 | ωB97M-V with the def2-TZVPD basis set
C -15.06960 14.27620 5.24976
O -13.93040 14.46762 6.03473
C -13.30303 15.63886 5.75484
C -12.05740 15.97021 6.61170
N -11.11435 14.68025 6.61863
H -11.67777 13.89085 6.33667
H -10.41686 14.86540 5.91200
C -10.34122 14.29448 7.88581
C -9.14035 15.26504 7.98160
O -9.69505 16.59538 7.91480
C -8.72539 17.54524 8.36844
H -14.81759 14.31014 4.18984
H -15.88035 14.97971 5.43914
H -15.39400 13.25626 5.45612
H -14.01502 16.45129 5.90017
H -13.07090 15.61568 4.69010
H -12.42985 16.38779 7.54712
H -11.42803 16.69232 6.09156
H -10.06347 13.24052 7.87412
H -10.98271 14.49694 8.74348
H -8.41043 14.99443 7.21866
H -8.63750 15.13051 8.93928
H -9.10752 18.56531 8.32924
H -7.80916 17.47369 7.78235
H -8.54488 17.33530 9.42269
C -18.38498 13.44149 7.53497
O -19.19081 12.29878 7.79659
C -18.48784 11.28180 7.13798
C -19.15994 9.98117 7.52576
N -19.83836 9.94420 8.91002
H -20.26632 10.83383 9.12333
H -20.62912 9.31874 8.84989
C -18.90270 9.50473 10.06391
C -19.58180 9.74063 11.41369
O -19.96156 11.15140 11.47655
C -19.87358 11.64321 12.88040
H -18.40032 14.08151 8.41715
H -18.37782 13.97540 6.58471
H -17.31738 13.26855 7.67068
H -17.42942 11.12873 7.34878
H -18.35306 11.50940 6.08056
H -18.41794 9.18340 7.49266
H -20.00632 9.75945 6.87569
H -17.99226 10.08729 9.92307
H -18.58112 8.46721 9.97313
H -18.85772 9.33712 12.12148
H -20.34340 8.97660 11.56963
H -20.65985 11.17965 13.47621
H -20.13210 12.69473 13.00528
H -18.90311 11.48951 13.35228
C -14.69726 18.86763 4.66054
O -14.26637 17.94573 3.70381
C -13.56470 18.41581 2.54077
C -13.61335 17.23215 1.61034
N -14.96802 17.17616 0.90901
H -15.24883 18.08189 0.56130
H -14.82642 16.75988 -0.00026
C -16.13900 16.41797 1.68226
C -16.17482 14.89948 1.27751
O -14.91207 14.40545 1.21777
C -14.87565 13.06654 0.71701
H -15.33910 18.30128 5.33536
H -15.06238 19.75005 4.13507
H -13.88358 19.29567 5.24605
H -12.53132 18.61581 2.82403
H -14.02835 19.30189 2.10718
H -13.35097 16.25615 2.01862
H -12.95956 17.41397 0.75735
H -17.11024 16.76196 1.32664
H -16.02455 16.67821 2.73454
H -16.72135 14.90185 0.33443
H -16.71752 14.35523 2.05041
H -13.94431 12.82231 0.20607
H -15.56155 12.97278 -0.12493
H -14.93489 12.36642 1.55033
C -22.08468 19.16315 11.36845
O -21.26540 18.94165 10.21782
C -21.91986 19.48971 8.99792
C -21.08049 18.96709 7.76503
N -20.75976 17.52587 8.06171
H -19.94124 17.47562 7.47214
H -20.49473 17.46575 9.03446
C -21.84803 16.47092 7.71929
C -21.57383 15.23773 8.61869
O -21.32062 15.64683 9.92135
C -20.95065 14.68036 10.94218
H -22.96892 18.53642 11.48433
H -22.24908 20.24002 11.40605
H -21.44176 18.98942 12.23134
H -21.95962 20.57899 8.99688
H -22.95961 19.16913 8.93265
H -20.07930 19.39695 7.73422
H -21.69929 19.02736 6.86974
H -21.90644 16.16766 6.67395
H -22.83505 16.83001 8.01071
H -20.84882 14.56024 8.16762
H -22.50122 14.66841 8.68129
H -21.77533 14.25098 11.51107
H -20.26880 15.20806 11.60904
H -20.37634 13.84518 10.54124
C -24.78642 18.44683 5.16298
O -24.32269 18.67207 3.89660
C -25.32416 18.76230 2.93085
C -24.73517 19.48878 1.75119
N -23.70080 18.62962 1.01506
H -24.08582 17.70951 0.85611
H -23.53080 19.07951 0.12692
C -22.36254 18.50285 1.76756
C -21.34690 18.04931 0.74479
O -21.31342 18.99517 -0.38413
C -20.85751 18.44429 -1.61435
H -25.11664 17.40835 5.18784
H -25.55436 19.19215 5.37004
H -24.04387 18.66029 5.93185
H -26.07129 19.41102 3.38809
H -25.84780 17.82324 2.75175
H -24.21765 20.43331 1.91896
H -25.48569 19.62916 0.97330
H -22.65085 17.75387 2.50513
H -22.11321 19.51426 2.08847
H -21.82996 17.10691 0.48663
H -20.39323 17.95923 1.26488
H -21.27633 18.98333 -2.46413
H -21.03035 17.37456 -1.73220
H -19.79755 18.50763 -1.86046
C -20.76657 21.30035 3.60288
O -21.50681 21.67435 2.41761
C -20.70171 22.27093 1.43727
C -21.53034 22.97643 0.47133
N -22.63548 23.71745 1.22660
H -22.72929 23.22862 2.10543
H -22.28964 24.63585 1.46543
C -24.02845 24.06273 0.57502
C -23.93262 24.82240 -0.80365
O -23.08423 25.91462 -0.58601
C -22.77581 26.56847 -1.82148
H -20.30942 22.14832 4.11284
H -20.01914 20.54322 3.36580
H -21.45971 20.87281 4.32735
H -20.18831 21.58930 0.75911
H -20.08539 23.07966 1.82997
H -21.98047 22.22596 -0.17850
H -20.97104 23.69549 -0.12718
H -24.44083 24.76788 1.29668
H -24.69994 23.20412 0.57364
H -24.85266 25.23172 -1.22089
H -23.31350 24.25942 -1.50211
H -22.36081 25.93292 -2.60375
H -22.05272 27.37779 -1.72027
H -23.69970 27.05543 -2.13354
As -19.00562 17.27130 4.53618
F -18.83966 18.27811 6.06408
F -18.17530 18.54516 3.52150
F -19.37803 16.18016 3.18130
F -19.66883 16.06876 5.67986
F -20.64162 18.04405 4.32933
F -17.37850 16.47715 4.78811
C -17.72051 16.88997 -2.00333
F -16.97857 15.84843 -1.85317
F -18.63949 16.55586 -3.01894
F -18.40850 17.09900 -0.86275
S -16.82280 18.59530 -2.53432
O -15.65827 18.26750 -3.32941
O -17.80828 19.42464 -3.29773
N -16.27499 19.05149 -1.05119
S -17.01089 20.38970 -0.73398
O -16.59722 21.53200 -1.52880
O -18.44650 20.29847 -0.62100
C -16.45220 20.76753 1.07856
F -16.43251 19.71842 1.85119
F -15.19908 21.30346 1.02933
F -17.23686 21.68612 1.58875
```

The following is a DFT calculation (ωB97M-V with the def2-TZVPD basis set) of 7 unconnected molecules or ions with the total composition C38H96N6O14 at a distorted geometry.

## Properties
* SMILES string: COCCNCCOC.COCCNCCOC.COCCNCCOC.COCCNCCOC.COCCNCCOC.COCCNCCOC.OCCO
* gap between HOMO and LUMO: 8.767 eV
* HOMO level: -8.10 eV
* lowest unoccupied orbital energy: 0.0244 Eh
* 2S+1: 1

XYZ file:
```
154
C38H96N6O14 | OMol25 | ωB97M-V with the def2-TZVPD basis set
C -8.46822 -4.42722 -32.95393
O -7.45890 -3.87446 -32.12774
C -7.88384 -2.78443 -31.34229
C -6.75383 -1.86763 -30.91416
N -5.70041 -1.74921 -31.92020
C -4.47690 -1.24686 -31.29386
C -4.60600 0.15609 -30.67189
O -5.30678 0.21885 -29.42828
C -4.66460 -0.40347 -28.27495
H -7.99300 -5.16085 -33.60513
H -8.88652 -3.67187 -33.61918
H -9.25191 -4.82679 -32.31028
H -8.53456 -3.11866 -30.53423
H -8.59139 -2.22061 -31.95022
H -6.25090 -2.37517 -30.09102
H -7.18386 -0.90901 -30.62389
H -5.59182 -2.62640 -32.40892
H -3.67183 -1.19139 -32.02658
H -4.23589 -1.96080 -30.50626
H -5.04107 0.88110 -31.35976
H -3.63564 0.63479 -30.54025
H -4.77373 -1.48627 -28.33594
H -5.08259 -0.02724 -27.34122
H -3.59654 -0.19471 -28.21362
C 6.43824 -9.25864 -30.72369
O 5.90090 -8.69733 -29.53451
C 4.66651 -7.96041 -29.52619
C 4.16477 -7.64639 -28.09404
N 3.03541 -6.69534 -28.15258
C 2.87688 -5.96965 -26.89419
C 2.00744 -4.71798 -27.16728
O 2.65700 -3.93095 -28.13148
C 1.87898 -2.84076 -28.70681
H 7.17201 -10.00575 -30.42119
H 6.87716 -8.49494 -31.36571
H 5.66671 -9.74990 -31.31656
H 3.95297 -8.61212 -30.03039
H 4.75908 -7.04097 -30.10426
H 5.01828 -7.20791 -27.57698
H 3.91213 -8.51925 -27.49207
H 3.23434 -6.06025 -28.91231
H 3.82619 -5.75894 -26.40173
H 2.20538 -6.58045 -26.29076
H 1.80756 -4.15439 -26.25596
H 1.03307 -5.01911 -27.55199
H 1.05122 -3.02594 -29.39137
H 2.59791 -2.31419 -29.33448
H 1.52877 -2.11559 -27.97225
C -6.76676 -6.01392 -22.50418
O -5.51838 -6.16000 -23.11981
C -4.53508 -5.41206 -22.42725
C -3.22704 -5.47694 -23.21156
N -3.41280 -4.49973 -24.30990
C -2.37132 -4.57937 -25.36572
C -1.02907 -3.88804 -24.97894
O -0.33854 -4.57130 -23.92728
C 0.68057 -3.75412 -23.41592
H -7.20873 -5.03500 -22.68993
H -6.75270 -6.14965 -21.42277
H -7.45689 -6.78714 -22.84176
H -4.34371 -5.88018 -21.46168
H -4.79501 -4.36645 -22.26216
H -3.09954 -6.44679 -23.69242
H -2.41111 -5.21322 -22.53864
H -4.29009 -4.79525 -24.71380
H -2.84229 -4.00991 -26.16696
H -2.26429 -5.57961 -25.78544
H -1.27926 -2.84602 -24.77969
H -0.38257 -3.84987 -25.85569
H 1.32945 -4.39971 -22.82410
H 0.33546 -2.93961 -22.77908
H 1.38327 -3.30674 -24.11887
C 1.70061 -4.86938 -31.69576
O 1.43914 -6.06804 -30.98563
C 0.28169 -6.67993 -31.44353
C 0.21160 -8.08046 -30.84181
N 0.23085 -7.96479 -29.39834
C 0.00087 -9.26494 -28.78034
C 1.23781 -10.20375 -28.90817
O 1.19015 -10.76310 -30.19056
C 2.27119 -11.64939 -30.48015
H 2.13093 -5.20802 -32.63823
H 2.45644 -4.25367 -31.20819
H 0.84821 -4.20783 -31.85016
H 0.22851 -6.92015 -32.50540
H -0.60402 -6.12103 -31.14146
H 0.98442 -8.75132 -31.21707
H -0.74896 -8.40410 -31.24266
H 1.10984 -7.53191 -29.15319
H -0.76468 -9.82148 -29.32102
H -0.37791 -9.24532 -27.75847
H 1.24836 -11.01239 -28.17734
H 2.14982 -9.61951 -28.78580
H 1.95513 -12.24658 -31.33547
H 2.73250 -12.30816 -29.74440
H 3.11294 -11.02706 -30.78386
C -8.96428 -7.44598 -26.31626
O -7.91849 -6.83993 -27.11524
C -7.13785 -5.86184 -26.54947
C -6.09665 -5.28173 -27.54723
N -5.25159 -6.17154 -28.36256
C -4.38815 -7.11058 -27.64365
C -3.79451 -8.10855 -28.59092
O -4.75982 -9.14405 -28.80390
C -4.17014 -10.34165 -29.22122
H -9.64248 -8.02982 -26.93859
H -9.43443 -6.71712 -25.65611
H -8.55646 -8.17030 -25.61118
H -6.54984 -6.29798 -25.74191
H -7.77322 -5.04873 -26.19839
H -5.46354 -4.57446 -27.01146
H -6.60954 -4.62912 -28.25375
H -5.87670 -6.73579 -28.92020
H -4.83753 -7.64545 -26.80695
H -3.63930 -6.39218 -27.31015
H -2.87998 -8.51010 -28.15446
H -3.49604 -7.81031 -29.59594
H -3.46895 -10.85683 -28.56472
H -3.59512 -10.12907 -30.12247
H -4.90591 -11.09291 -29.50824
C -2.44581 -8.85210 -37.27922
O -3.34773 -7.75532 -37.03921
C -3.06224 -6.51269 -37.66204
C -1.67139 -5.96093 -37.24325
N -1.60667 -5.64190 -35.85066
C -2.23697 -4.39191 -35.46318
C -2.15684 -4.08611 -33.95505
O -2.86399 -4.98447 -33.15202
C -4.31006 -4.80319 -33.19890
H -2.84694 -9.68777 -36.70577
H -1.48090 -8.61290 -36.83221
H -2.19710 -9.00129 -38.32994
H -3.93165 -5.90378 -37.41417
H -3.02358 -6.58375 -38.74904
H -1.49374 -5.06472 -37.83767
H -0.93717 -6.74553 -37.42612
H -2.20761 -6.33486 -35.42785
H -3.27205 -4.30196 -35.79275
H -1.72554 -3.63691 -36.06027
H -2.30091 -3.04201 -33.67721
H -1.11255 -4.31175 -33.73906
H -4.72473 -5.10453 -34.16085
H -4.56153 -3.75716 -33.02374
H -4.76008 -5.34346 -32.36602
C -2.56140 -4.59872 -30.02399
C -1.46507 -4.67844 -28.94617
O -1.48009 -5.84853 -28.18549
O -3.83468 -4.18465 -29.54392
H -2.75285 -5.55110 -30.51838
H -2.20651 -3.98795 -30.85411
H -1.55712 -3.85997 -28.23223
H -0.47949 -4.65682 -29.41123
H -0.93798 -6.52594 -28.59640
H -4.33729 -4.95141 -29.25919
```

Computed values of relative energy (zero: lowest compared OMol25 entry of this formula, charge and spin) (unit: kJ/mol) for the preceding records, in sequence: 0.0, 89.1.
Computed values of molecular weight (unit: g/mol) for the preceding records, in sequence: 1274.25, 861.21.